(1)
189
Properties=species:S:1:pos:R:3 method="wB97M-V/def2-TZVPD" total_charge=-1 homo_energy_ev=-5.56 lumo_ev=2.071
Cl 0.8790 2.0126 -0.0709
O -0.3417 2.3712 0.6552
O 1.7295 3.1222 -0.3139
O 1.6307 1.1239 0.8544
O 0.5797 1.2746 -1.2636
C -0.2637 3.7171 4.1414
O 0.6329 3.3484 5.1194
P 0.3736 2.0621 6.0841
O -0.9650 2.0457 6.6646
O 1.6277 2.1407 7.1232
C 1.7879 3.2327 8.0385
O 0.6460 0.9020 5.0320
C 1.9124 0.7287 4.5086
H -0.6136 4.7413 4.2708
H -1.0726 2.9911 4.0598
H 0.1837 3.6349 3.1509
H 2.8433 3.4109 8.2444
H 1.2656 2.9173 8.9417
H 1.3319 4.1411 7.6448
H 1.8350 0.4074 3.4699
H 2.5242 0.0091 5.0528
H 2.4539 1.6678 4.3947
C 2.2520 5.4222 -3.5831
O 3.5219 4.8396 -3.3417
P 4.9453 5.6578 -3.1717
O 6.1391 4.7584 -3.0615
O 4.8764 6.6529 -4.4365
C 5.4915 7.9030 -4.2633
O 4.6391 6.5735 -1.8315
C 3.8825 6.1126 -0.7710
H 2.0294 5.2758 -4.6401
H 2.2696 6.4509 -3.2233
H 1.4512 4.9203 -3.0401
H 5.9491 8.0688 -3.2880
H 4.7432 8.6955 -4.2618
H 6.2251 8.1202 -5.0397
H 3.5395 5.0790 -0.7244
H 2.9455 6.6652 -0.7021
H 4.4051 6.2474 0.1759
C -3.5991 -4.3348 -0.2300
O -3.3055 -4.1333 -1.5626
P -3.5690 -2.7401 -2.2972
O -3.1914 -2.6850 -3.7378
O -5.1207 -2.5265 -2.1406
C -5.8409 -1.6176 -2.9468
O -2.7864 -1.6290 -1.3619
C -2.6272 -0.2970 -1.8600
H -3.8813 -3.4428 0.3293
H -2.7123 -4.6296 0.3311
H -4.4195 -5.0382 -0.0877
H -5.2166 -1.0867 -3.6655
H -6.3562 -0.8316 -2.3948
H -6.5254 -2.2636 -3.4965
H -2.8573 0.3481 -1.0121
H -3.3143 0.0928 -2.6111
H -1.5958 -0.0566 -2.1179
C 8.7518 -0.9690 -1.0508
O 7.6535 -1.5030 -1.7469
P 6.0835 -1.4054 -1.2235
O 5.1567 -2.1761 -2.1025
O 6.0279 -2.0161 0.2964
C 6.1348 -1.1403 1.4325
O 5.7479 0.1785 -1.0761
C 4.4084 0.4592 -0.7640
H 9.5773 -1.6799 -1.0864
H 8.4637 -0.8065 -0.0122
H 9.2462 -0.1299 -1.5402
H 5.3892 -1.1766 2.2268
H 6.1951 -0.0863 1.1613
H 7.0635 -1.4654 1.9016
H 4.2091 1.4550 -1.1600
H 4.2316 0.3552 0.3066
H 3.6593 -0.1030 -1.3215
O 3.1093 -1.5663 -5.1361
P 2.0445 -0.6823 -5.6405
N 2.1539 0.9383 -5.0894
C 3.2248 1.4244 -4.2720
C 1.0947 1.9427 -5.3505
N 0.5431 -1.2583 -5.2085
C -0.1446 -2.2914 -6.0337
C -0.0450 -1.0295 -3.9522
N 1.9080 -0.5845 -7.3747
C 3.1454 -0.5366 -8.0767
C 0.7470 -0.0132 -8.1094
H 4.0036 1.8267 -4.9199
H 3.7295 0.6241 -3.7308
H 2.8894 2.1292 -3.5112
H 1.0004 2.6278 -4.5079
H 0.1154 1.4780 -5.4652
H 1.3362 2.5546 -6.2197
H -1.1618 -1.9628 -6.2467
H 0.3212 -2.4906 -6.9988
H -0.1392 -3.2502 -5.5153
H -0.2115 -1.9769 -3.4394
H 0.5567 -0.3522 -3.3461
H -1.0140 -0.5811 -4.1713
H 3.4319 0.5150 -8.0722
H 3.9291 -1.1190 -7.5922
H 3.0899 -0.8545 -9.1179
H -0.1864 -0.0436 -7.5473
H 0.6724 -0.5710 -9.0429
H 0.9333 1.0345 -8.3455
O -6.5340 3.2115 4.0158
P -5.6637 3.4173 2.8337
N -4.1751 4.0652 3.2699
C -3.0605 4.1507 2.3153
C -3.7400 4.0580 4.6471
N -6.3010 4.5675 1.6409
C -7.3719 4.0646 0.7327
C -6.5828 5.9207 2.1218
N -5.4808 1.9783 1.9195
C -4.7510 1.8140 0.6651
C -6.3803 0.8372 2.2939
H -2.7247 3.1703 1.9775
H -2.2379 4.7649 2.6814
H -3.4611 4.6281 1.4211
H -3.1650 4.9588 4.8618
H -3.1861 3.1569 4.9105
H -4.6273 4.0481 5.2801
H -8.2180 3.7193 1.3267
H -7.6482 4.8914 0.0783
H -6.8807 3.2926 0.1405
H -7.4599 5.7784 2.7531
H -5.7754 6.2349 2.7832
H -6.7012 6.5855 1.2661
H -3.7783 1.3262 0.7280
H -5.3132 1.2361 -0.0684
H -4.6475 2.7487 0.1140
H -6.2192 0.6886 3.3617
H -6.0667 -0.0515 1.7463
H -7.4201 1.1259 2.1404
O -2.9130 -3.5395 2.8935
P -2.3296 -2.7246 3.9695
N -1.9694 -1.0865 3.4648
C -0.9091 -0.8670 2.4376
C -3.0377 -0.1888 3.2445
N -0.8869 -3.2701 4.7546
C -0.1337 -2.4073 5.6024
C -0.3476 -4.5980 4.5419
N -3.3747 -2.5256 5.2686
C -4.6629 -3.1461 5.2274
C -3.2319 -1.4852 6.2767
H -0.0677 -1.4901 2.7406
H -0.6187 0.1836 2.4333
H -1.4135 -1.1765 1.5223
H -2.6839 0.8422 3.2430
H -3.8657 -0.2518 3.9506
H -3.3491 -0.4614 2.2361
H 0.9528 -2.3345 5.5530
H -0.3865 -1.3473 5.5773
H -0.4481 -2.6910 6.6068
H -0.9583 -5.2761 5.1380
H -0.4768 -4.8966 3.5016
H 0.6237 -4.7377 5.0165
H -5.1481 -3.1659 6.2033
H -5.2554 -2.6043 4.4901
H -4.6149 -4.1715 4.8610
H -3.9077 -0.6849 5.9752
H -2.2026 -1.1371 6.3628
H -3.5049 -1.9326 7.2324
O 2.9417 -4.0666 -2.9747
P 2.0614 -4.7438 -1.9422
N 0.9870 -5.9175 -2.5903
C 0.6922 -7.1947 -1.9885
C 0.0598 -5.3930 -3.5423
N 1.0265 -3.6169 -1.0644
C -0.1398 -4.0273 -0.2360
C 1.5238 -2.2677 -0.6112
N 2.9601 -5.4474 -0.7018
C 4.3176 -4.9764 -0.3721
C 2.3442 -6.0356 0.5027
H -0.0621 -7.0801 -1.2101
H 1.5681 -7.7296 -1.6213
H 0.3097 -7.8492 -2.7718
H 0.2420 -4.3448 -3.7794
H -0.9321 -5.4720 -3.0972
H 0.0696 -5.9480 -4.4804
H -0.8704 -3.2203 -0.2933
H -0.4359 -5.0629 -0.4031
H 0.2582 -3.9895 0.7780
H 1.8256 -2.3101 0.4354
H 2.2740 -1.9151 -1.3189
H 0.7387 -1.5183 -0.7110
H 4.8058 -5.6322 0.3487
H 4.9264 -5.0785 -1.2705
H 4.2990 -4.0093 0.1304
H 1.4652 -6.6655 0.3662
H 1.9753 -5.2706 1.1859
H 3.0177 -6.7298 1.0054

(2)
11
Properties=species:S:1:pos:R:3 method="wB97M-V/def2-TZVPD" total_charge=0 homo_energy_ev=-9.85 e_above_lowest_kj_mol=145.8 smiles="C[C@H](O)C=O" lumo_ev=0.702
C 0.9568 -0.6736 -0.1683
C -0.4674 -0.1449 0.1832
C -0.4060 1.3930 0.5065
H 1.0523 -1.7684 -0.0913
H 1.2844 -0.2468 -1.1329
H 1.6154 -0.2881 0.5985
H -0.7460 -0.6330 1.0983
H -1.0964 -1.2218 -1.3074
H -1.3447 1.9623 0.1699
O -1.4032 -0.2931 -0.8642
O 0.5548 1.9145 1.0079

(3)
59
Properties=species:S:1:pos:R:3 method="wB97M-V/def2-TZVPD" total_charge=0 homo_energy_ev=-7.71 e_above_lowest_kj_mol=108.8 smiles="CCOc1ccc(NC(=O)[C@H](Cc2ccccc2)NC(=O)C2CCCCC2)cc1" lumo_ev=0.740
C 7.8684 2.0193 0.1353
C 7.6659 0.5291 0.3961
O 6.7763 -0.0693 -0.5230
C 5.4351 0.1529 -0.4112
C 4.6545 -0.3688 -1.4458
C 3.2865 -0.2219 -1.4367
C 2.6547 0.4514 -0.3910
C 3.4261 0.9649 0.6428
C 4.8027 0.8183 0.6325
H 5.3645 1.2308 1.4556
H 2.9489 1.4830 1.4578
N 1.2623 0.5800 -0.4521
C 0.4225 1.1089 0.4605
O 0.7306 1.6004 1.5265
C -1.0508 1.0142 -0.0127
N -1.4637 -0.3787 -0.0504
C -1.2099 -1.2001 -1.0818
O -0.5551 -0.8328 -2.0493
C -1.7621 -2.6150 -1.0052
C -3.2891 -2.6964 -0.8509
C -3.8020 -2.5361 0.5791
C -3.0747 -3.4833 1.5287
C -1.5650 -3.2678 1.4757
C -1.0404 -3.4632 0.0556
H 0.0304 -3.2500 0.0204
H -1.1757 -4.5136 -0.2136
H -1.0719 -3.9888 2.1315
H -1.3089 -2.2755 1.8534
H -3.4372 -3.3377 2.5483
H -3.2954 -4.5138 1.2410
H -3.6986 -1.5050 0.9239
H -4.8713 -2.7604 0.5905
H -3.7585 -1.9547 -1.5014
H -3.5982 -3.6821 -1.2079
H -1.5107 -3.0388 -1.9849
H -1.9180 -0.7379 0.7732
C -1.9628 1.8311 0.9019
C -3.2273 2.3137 0.2447
C -3.9811 1.4928 -0.5855
C -5.1480 1.9562 -1.1673
C -5.5835 3.2470 -0.9248
C -4.8413 4.0732 -0.0986
C -3.6728 3.6093 0.4783
H -3.0964 4.2606 1.1196
H -5.1712 5.0835 0.0944
H -6.4946 3.6076 -1.3786
H -5.7192 1.3048 -1.8129
H -3.6546 0.4849 -0.7907
H -1.3900 2.6870 1.2633
H -2.2106 1.2309 1.7840
H -1.0993 1.3980 -1.0400
H 0.8308 0.1726 -1.2839
H 2.6919 -0.6275 -2.2425
H 5.1515 -0.8884 -2.2496
H 8.6087 -0.0047 0.2450
H 7.3349 0.3553 1.4277
H 8.5990 2.4183 0.8337
H 6.9342 2.5634 0.2503
H 8.2296 2.1691 -0.8791